Record 1
{
  "formula": "C26H38N5O8PTi",
  "method": "ωB97M-V/def2-TZVPD",
  "symbols": ["Ti", "C", "C", "N", "C", "C", "N", "C", "C", "N", "C", "C", "N", "C", "C", "C", "C", "C", "C", "C", "N", "H", "H", "H", "H", "H", "H", "H", "H", "H", "H", "H", "H", "H", "H", "H", "H", "H", "H", "H", "H", "H", "H", "H", "O", "C", "C", "O", "C", "C", "O", "C", "O", "O", "C", "C", "O", "P", "O", "C", "C", "O", "C", "C", "H", "H", "H", "H", "H", "H", "H", "H", "H", "H", "H", "H", "H", "H", "H"],
  "xyz": [[0.60, 1.20, 0.21], [2.86, -2.95, -0.56], [1.54, -2.33, -0.21], [0.55, -2.16, -0.99], [0.62, -2.61, -2.37], [0.38, -1.44, -3.31], [1.49, -0.52, -3.21], [1.32, 0.80, -3.77], [0.11, 1.61, -3.31], [0.11, 2.04, -1.89], [1.04, 3.15, -1.55], [0.81, 3.29, -0.06], [-0.51, 1.56, 1.86], [-0.43, 0.81, 2.87], [-1.05, 1.14, 4.20], [0.32, -0.48, 2.74], [0.67, -1.29, 3.80], [1.41, -2.44, 3.55], [1.74, -2.75, 2.24], [1.32, -1.91, 1.22], [0.65, -0.78, 1.47], [2.75, -4.00, -0.82], [3.57, -2.87, 0.26], [3.31, -2.43, -1.41], [-0.18, -3.35, -2.51], [1.57, -3.09, -2.63], [-0.59, -1.00, -3.05], [0.30, -1.82, -4.34], [1.82, -0.44, -2.25], [1.24, 0.72, -4.86], [2.24, 1.36, -3.58], [-0.80, 1.05, -3.47], [0.06, 2.52, -3.92], [-0.82, 2.41, -1.72], [0.82, 4.04, -2.16], [2.06, 2.84, -1.77], [-0.14, 3.77, 0.14], [1.61, 3.76, 0.51], [-1.63, 2.05, 4.11], [-0.26, 1.31, 4.95], [-1.68, 0.33, 4.57], [0.39, -1.02, 4.81], [1.72, -3.08, 4.36], [2.30, -3.65, 2.01], [6.51, -0.27, 1.35], [5.38, 0.09, 1.13], [4.61, -0.10, -0.18], [5.02, -0.65, -1.18], [3.30, 0.45, 0.11], [3.20, 1.00, 1.37], [2.09, 1.53, 1.71], [4.46, 0.83, 2.12], [4.72, 1.13, 3.25], [2.21, 0.51, -0.64], [-2.44, -2.50, 2.17], [-2.33, -1.93, 0.78], [-2.63, -0.52, 0.85], [-1.91, 0.50, -0.17], [-2.32, 0.00, -1.63], [-3.71, -0.15, -2.02], [-3.76, -1.05, -3.23], [-2.86, 1.78, -0.03], [-3.46, 2.26, 1.20], [-3.12, 3.72, 1.39], [-2.25, -3.58, 2.15], [-3.44, -2.33, 2.59], [-1.71, -2.04, 2.84], [-3.05, -2.39, 0.10], [-1.33, -2.07, 0.36], [-4.11, 0.84, -2.23], [-4.27, -0.57, -1.18], [-3.18, -0.62, -4.05], [-4.79, -1.17, -3.56], [-3.35, -2.03, -3.00], [-3.10, 1.66, 2.03], [-4.53, 2.10, 1.09], [-2.04, 3.82, 1.55], [-3.64, 4.11, 2.26], [-3.42, 4.30, 0.52]],
  "mulliken_charge": [-0.47, -2.70, 1.13, -0.13, -1.18, 0.04, -0.05, -1.15, -0.54, 0.08, -1.03, -0.16, 0.14, 0.55, -2.44, -0.13, -0.45, -1.28, -0.79, 0.23, 1.92, 0.45, 0.58, 0.50, 0.52, 0.42, -0.24, 0.53, -0.15, 0.51, 0.35, 0.01, 0.50, 0.24, 0.67, 0.22, 0.18, 0.42, 0.44, 0.50, 0.40, 0.56, 0.46, 0.57, -0.56, 0.26, -0.55, -0.68, 0.17, 1.26, -0.70, -0.05, -0.61, 1.31, -1.23, 0.58, -0.26, 0.03, 0.10, -0.33, -1.31, -0.33, 0.06, -1.17, 0.40, 0.38, 0.08, 0.40, -0.44, 0.26, 0.39, 0.28, 0.45, 0.27, -0.01, 0.45, 0.11, 0.42, 0.35],
  "charge": 0,
  "e_tot_ha": -3080.16764,
  "relative_energy_ev": 2.0075,
  "e_homo_ha": -0.28653,
  "spin_multiplicity": 1,
  "molar_mass_g_mol": 627.46
}

Record 2
{
  "formula": "C26H38N6O7",
  "method": "ωB97M-V/def2-TZVPD",
  "symbols": ["H", "N", "C", "N", "N", "C", "C", "C", "C", "C", "O", "C", "C", "N", "C", "C", "C", "O", "N", "C", "O", "C", "C", "N", "H", "H", "H", "H", "H", "H", "H", "H", "H", "H", "H", "H", "H", "H", "H", "H", "H", "H", "H", "H", "H", "H", "H", "H", "H", "H", "H", "H", "H", "O", "C", "C", "C", "C", "O", "C", "C", "H", "H", "H", "H", "O", "C", "C", "C", "C", "O", "C", "C", "H", "H", "H", "H"],
  "xyz": [[-2.25, 5.68, -2.66], [-1.33, 5.42, -2.30], [-1.06, 4.24, -2.68], [0.21, 3.63, -2.39], [-1.98, 3.44, -3.41], [-2.90, 2.65, -2.59], [-2.30, 1.44, -1.86], [-3.41, 0.67, -1.15], [-3.03, -0.43, -0.15], [-2.02, -0.17, 0.99], [-2.37, 0.92, 1.81], [-2.01, 2.22, 1.37], [-2.07, 3.15, 2.57], [-2.23, 4.55, 2.15], [-1.14, 5.44, 2.56], [0.28, 5.04, 2.10], [1.19, 4.63, 3.27], [0.95, 6.10, 1.43], [-0.63, -0.11, 0.53], [-0.10, -1.40, 0.46], [0.88, -1.68, -0.19], [-0.96, -2.34, 1.25], [-2.01, -1.44, 1.91], [-1.68, -1.10, 3.29], [0.26, 3.46, -1.38], [0.93, 4.31, -2.59], [-1.47, 2.82, -4.03], [-3.35, 3.33, -1.85], [-3.71, 2.30, -3.23], [-1.56, 1.82, -1.14], [-1.78, 0.81, -2.59], [-4.11, 1.37, -0.68], [-4.00, 0.17, -1.93], [-2.69, -1.32, -0.69], [-3.96, -0.72, 0.35], [-2.72, 2.58, 0.62], [-1.00, 2.19, 0.95], [-1.18, 3.04, 3.19], [-2.94, 2.83, 3.16], [-2.31, 4.60, 1.14], [-1.17, 5.52, 3.65], [-1.39, 6.43, 2.16], [0.20, 4.19, 1.40], [2.02, 4.01, 2.91], [0.64, 4.07, 4.03], [1.62, 5.53, 3.70], [0.31, 6.77, 1.15], [-0.47, 0.30, -0.39], [-0.33, -2.86, 1.97], [-1.36, -3.08, 0.55], [-2.99, -1.92, 1.94], [-0.69, -0.87, 3.35], [-1.79, -1.93, 3.86], [2.53, -8.03, -0.82], [1.46, -7.47, -0.90], [0.19, -8.24, -0.92], [-0.99, -7.64, -1.00], [-1.09, -6.16, -1.08], [-2.17, -5.60, -1.14], [0.18, -5.39, -1.07], [1.36, -5.99, -0.98], [0.29, -9.32, -0.86], [-1.93, -8.18, -1.01], [0.08, -4.31, -1.13], [2.28, -5.41, -0.96], [7.90, -0.74, -1.47], [7.00, -1.54, -1.34], [7.27, -3.00, -1.28], [6.28, -3.88, -1.14], [4.87, -3.43, -1.02], [3.97, -4.23, -0.89], [4.60, -1.98, -1.08], [5.59, -1.10, -1.22], [8.31, -3.30, -1.37], [6.45, -4.95, -1.09], [3.56, -1.68, -0.99], [5.42, -0.03, -1.26]],
  "mulliken_charge": [0.28, -0.61, 0.30, -0.56, -0.30, -1.03, 0.80, -1.09, -1.30, 0.92, -0.47, 0.32, -0.63, -0.32, -1.33, 1.60, -1.52, -0.59, -0.06, 0.06, -0.67, -0.33, -0.26, -0.70, 0.20, 0.33, 0.35, 0.30, 0.33, -0.66, 0.49, 0.39, 0.52, 0.49, 0.18, -0.15, 0.31, 0.12, 0.31, 0.28, 0.31, 0.54, -0.49, 0.35, 0.38, 0.39, 0.32, 0.17, 0.45, 0.07, 0.64, 0.29, 0.28, -0.55, 0.30, -0.41, -0.43, 0.44, -0.57, -0.42, -0.63, 0.41, 0.41, 0.45, 1.08, -0.55, 0.34, -0.35, -0.41, 0.23, -0.45, -0.39, -0.36, 0.39, 0.45, 0.59, 0.43],
  "smiles": "[H]/N=C(/N)NCCCC[C@]1(OCCNC[C@H](C)O)NC(=O)C[C@H]1N.O=C1C=CC(=O)C=C1.O=C1C=CC(=O)C=C1",
  "charge": 0,
  "e_tot_ha": -1868.65676,
  "e_homo_ha": -0.32967,
  "spin_multiplicity": 1,
  "molar_mass_g_mol": 546.63
}

Record 3
{
  "formula": "C26H39B2Br2Cl2CsF3KN3NaO17P",
  "method": "ωB97M-V/def2-TZVPD",
  "symbols": ["C", "B", "O", "C", "C", "C", "Br", "C", "C", "O", "Br", "N", "B", "O", "O", "P", "O", "O", "O", "C", "O", "C", "O", "C", "C", "C", "C", "C", "C", "H", "H", "H", "H", "H", "H", "H", "H", "H", "H", "H", "H", "H", "H", "H", "H", "H", "H", "H", "C", "C", "O", "C", "O", "C", "F", "F", "F", "H", "H", "H", "H", "H", "Cl", "Cs", "N", "C", "C", "C", "C", "H", "H", "H", "H", "H", "Cl", "K", "O", "C", "C", "O", "H", "H", "H", "H", "Na", "N", "O", "O", "O", "C", "C", "O", "H", "H", "H", "H", "H", "H"],
  "xyz": [[3.28, -0.88, 3.34], [2.56, -1.34, 1.89], [3.43, -1.84, 0.80], [0.92, -1.21, 1.84], [0.18, 0.18, 2.28], [-1.36, -0.18, 1.74], [-2.23, -0.68, 3.51], [-1.91, 1.32, 1.36], [-2.18, 2.28, 2.70], [-3.45, 2.44, 3.16], [-0.76, 3.30, 3.69], [-1.35, -1.26, 0.64], [-1.85, -2.65, 1.08], [-0.93, -3.80, 1.37], [-3.30, -2.97, 1.29], [-2.31, -0.97, -0.85], [-2.34, -2.27, -1.79], [-1.78, 0.47, -1.75], [-4.03, -0.64, -0.50], [0.17, -1.37, 0.35], [0.82, -0.29, -0.40], [1.24, -0.70, -1.75], [0.45, -1.39, -2.62], [2.74, -0.30, -2.36], [3.79, -1.52, -2.72], [5.28, -1.23, -3.38], [5.64, 0.36, -3.68], [4.60, 1.59, -3.30], [3.12, 1.30, -2.64], [3.97, -1.72, 3.78], [2.41, -0.72, 4.15], [3.80, 0.18, 3.24], [3.96, -2.61, 1.21], [0.60, -1.97, 2.69], [0.70, 1.14, 1.81], [0.06, 0.37, 3.44], [-1.08, 1.86, 0.72], [-2.91, 1.35, 0.76], [-0.85, -3.79, 2.39], [-3.43, -3.30, 2.25], [-2.48, 1.19, -1.66], [-4.16, -0.50, 0.49], [0.55, -2.33, -0.19], [3.45, -2.62, -2.50], [6.00, -2.12, -3.62], [6.69, 0.56, -4.19], [4.96, 2.69, -3.54], [2.36, 2.17, -2.37], [-7.46, -1.18, -2.67], [-7.27, -2.22, -1.59], [-8.00, -1.85, -0.40], [-9.34, -2.13, -0.41], [-9.93, -2.65, -1.35], [-9.97, -1.73, 0.93], [-9.58, -0.49, 1.35], [-9.65, -2.59, 1.93], [-11.34, -1.69, 0.88], [-7.18, -0.19, -2.31], [-6.84, -1.42, -3.55], [-8.50, -1.12, -2.99], [-6.22, -2.28, -1.31], [-7.57, -3.22, -1.93], [3.13, -3.86, -0.99], [4.29, 3.13, -1.67], [7.09, 7.92, 0.09], [6.49, 8.49, 1.19], [6.02, 9.73, 0.82], [6.35, 9.92, -0.54], [7.00, 8.78, -0.97], [7.52, 7.00, 0.07], [6.44, 7.96, 2.13], [5.50, 10.43, 1.47], [6.13, 10.78, -1.15], [7.41, 8.51, -1.93], [3.92, 9.76, -0.05], [-3.94, -2.78, -3.18], [-9.16, -4.85, -7.23], [-8.65, -4.30, -6.13], [-7.61, -3.15, -6.53], [-7.09, -2.61, -5.43], [-8.10, -4.97, -5.44], [-9.36, -3.82, -5.43], [-8.16, -2.48, -7.21], [-6.90, -3.63, -7.24], [5.01, -4.76, 0.07], [2.31, 5.45, 4.18], [1.45, 4.85, 4.86], [2.32, 6.69, 4.14], [3.15, 4.80, 3.53], [7.41, -3.57, 5.23], [6.65, -4.23, 4.10], [6.27, -3.26, 3.13], [6.80, -2.80, 5.71], [7.71, -4.31, 5.98], [8.31, -3.07, 4.85], [5.74, -4.71, 4.47], [7.26, -4.99, 3.60], [7.09, -2.85, 2.80]],
  "mulliken_charge": [-0.72, 0.39, -0.29, 0.06, -1.08, 0.18, 0.01, 0.05, 0.09, -0.54, -0.05, 0.31, 0.58, -0.63, -0.54, 1.08, -1.06, -0.49, -0.52, -0.67, -0.05, 0.23, -0.46, 0.28, 0.02, -0.64, -0.15, -0.49, -0.74, 0.15, 0.21, 0.29, 0.11, -0.02, 0.26, 0.56, 0.27, 0.21, 0.30, 0.26, 0.32, 0.32, 0.60, 0.15, 0.30, 0.29, 0.25, 0.46, -0.95, 0.12, -0.30, 0.36, -0.51, 0.82, -0.24, -0.25, -0.24, 0.30, 0.18, 0.36, 0.05, 0.29, -0.82, 1.00, 0.04, -0.68, -0.15, -0.40, -0.55, 0.17, 0.39, 0.38, 0.35, 0.37, -0.66, 1.14, -0.64, -0.03, -0.37, -0.59, 0.16, 0.11, 0.22, 0.22, 0.85, 0.93, -0.67, -0.60, -0.65, -1.06, -0.24, -0.40, 0.28, 0.34, 0.33, 0.28, 0.28, 0.25],
  "charge": -1,
  "e_tot_ha": -9997.95085,
  "e_homo_ha": -0.09232,
  "spin_multiplicity": 1,
  "molar_mass_g_mol": 1200.90
}